# 1
Here is 2 unconnected molecules or ions with the total composition C7H10ClN3O from the Open Molecules 2025 dataset. Energies are from ωB97M-V/def2-TZVPD.

XYZ file:
```
22
Properties=species:S:1:pos:R:3:mulliken_charge:R:1
C 3.73299 -0.57848 -1.12074 0.05
C 1.90483 -0.55950 -0.11754 -0.12
C -1.66825 -0.27453 -1.15351 -0.57
C -1.53711 1.06321 -0.53113 -0.54
C -0.28131 0.28000 -0.86339 0.11
C -0.03108 -0.90244 1.41749 -1.46
C 0.53968 -0.29983 0.18458 0.51
N 2.53134 -0.14394 -1.27475 -0.43
N 2.72990 -1.22080 0.67751 -0.35
N 1.18373 1.83352 1.27234 -0.35
O 3.92099 -1.23090 0.02402 -0.18
Cl 1.59897 2.83839 0.00376 -0.05
H 4.55912 -0.47024 -1.79337 0.45
H -2.01426 -1.09695 -0.54905 0.21
H -1.95455 -0.34318 -2.19222 0.25
H -1.73172 1.93942 -1.12905 0.25
H -1.77780 1.17974 0.51124 0.19
H 0.29151 0.61577 -1.71766 0.66
H 0.76825 -1.21514 2.08012 0.42
H -0.63320 -1.77701 1.16378 0.37
H -0.67228 -0.19174 1.93289 0.32
H 2.04566 1.48805 1.69923 0.27
```

Output
HOMO level (spin up / spin down)	-7.50 / -9.18	eV
frontier orbital gap (spin up / spin down)	6.89 / 8.81	eV
total energy	-26456.3228	eV

---

# 2
Here is a molecular structure, C36H52NP2Tl from the Open Molecules 2025 dataset. Energies are from ωB97M-V/def2-TZVPD.

XYZ file:
```
92
Properties=species:S:1:pos:R:3:mulliken_charge:R:1
Tl 0.08911 -0.71272 -1.90653 1.23
C -3.01607 -0.19715 2.38635 -1.43
C -2.97580 0.87033 1.29252 1.32
C -4.07790 1.90636 1.48531 -1.68
P -2.87297 0.16810 -0.43561 1.16
C -4.62236 -0.13688 -0.96439 0.24
C -4.59761 -0.61979 -2.41714 -1.63
C -5.28678 -1.19276 -0.08142 -1.50
C -2.45080 1.72168 -1.30752 0.11
C -3.36974 2.51446 -1.99992 -0.17
C -3.03399 3.74643 -2.53692 0.30
C -4.04413 4.58393 -3.27458 -1.66
C -1.72428 4.19280 -2.35702 -1.04
C -0.79386 3.42330 -1.69197 0.09
C -1.12327 2.16327 -1.16373 -0.53
N -0.16514 1.33681 -0.57982 0.96
C 0.66475 1.85006 0.38024 -1.36
C 0.25473 2.90254 1.23742 -0.20
C 1.04639 3.35519 2.26808 -1.00
C 2.30641 2.80784 2.52366 0.38
C 3.15034 3.28685 3.67400 -1.73
C 2.73565 1.80858 1.66900 0.51
C 1.96421 1.32702 0.60625 -0.05
P 2.60874 0.11496 -0.58388 -0.02
C 3.92261 -0.80700 0.33348 0.46
C 3.31519 -1.58597 1.49570 -1.33
C 4.64033 -1.75845 -0.62439 -1.74
C 3.58819 1.15855 -1.77552 0.57
C 4.78687 1.88274 -1.17157 -1.56
C 2.65249 2.15943 -2.45166 -1.58
H -2.90078 0.27063 3.36719 0.46
H -2.20946 -0.92310 2.27119 0.29
H -3.95808 -0.74644 2.39559 0.21
H -2.00654 1.37400 1.37053 -0.50
H -5.06838 1.44628 1.44494 0.29
H -4.03290 2.68376 0.72163 0.36
H -3.98150 2.38708 2.46234 0.46
H -5.20881 0.78316 -0.89550 0.51
H -4.06411 -1.57103 -2.48938 0.32
H -4.10005 0.08660 -3.08174 0.34
H -5.61457 -0.77759 -2.78445 0.44
H -4.66341 -2.08819 0.00008 0.19
H -6.24241 -1.49588 -0.51589 0.47
H -5.48419 -0.82471 0.92437 0.26
H -4.39234 2.17629 -2.11706 0.04
H -5.00205 4.06883 -3.34775 0.34
H -3.70823 4.80897 -4.28878 0.34
H -4.21567 5.53721 -2.77021 0.32
H -1.42814 5.15642 -2.75846 0.39
H 0.22027 3.78409 -1.57337 0.37
H -0.71665 3.35417 1.07591 0.42
H 0.67502 4.15406 2.90248 0.38
H 3.22469 4.37591 3.68845 0.36
H 4.16235 2.88535 3.61033 0.36
H 2.73332 2.97771 4.63569 0.31
H 3.72386 1.39164 1.83415 0.17
H 4.64931 -0.09160 0.72635 0.46
H 2.68018 -2.38411 1.11027 -0.04
H 2.72002 -0.94832 2.15161 0.26
H 4.10268 -2.05325 2.09257 0.64
H 3.93410 -2.47301 -1.05634 0.25
H 5.40427 -2.32706 -0.08908 0.45
H 5.13184 -1.22981 -1.44239 0.41
H 3.93830 0.44948 -2.53367 0.68
H 4.47008 2.54117 -0.35968 0.23
H 5.26813 2.50313 -1.93179 0.50
H 5.54070 1.19657 -0.78369 0.31
H 2.29821 2.89046 -1.72269 0.19
H 1.77704 1.68137 -2.89508 0.25
H 3.18308 2.69833 -3.23965 0.59
C -1.36878 -3.17249 0.56384 -1.55
C 0.16284 -3.16722 1.09205 3.08
C 0.20511 -3.23016 2.61277 -1.98
C 0.01374 -1.89181 0.44777 -1.17
C 1.00211 -4.21222 0.38114 -0.46
C 1.76997 -5.12719 1.09215 -0.03
C 2.57958 -6.04426 0.43069 -0.95
C 2.62960 -6.06262 -0.95203 -0.42
C 1.85859 -5.15859 -1.67282 -1.12
C 1.05615 -4.24528 -1.01192 -0.29
H -1.73790 -2.21120 0.13710 0.11
H -1.98492 -3.36807 1.43723 0.45
H -1.46183 -3.91096 -0.22252 0.39
H -0.44418 -2.46172 3.03185 0.46
H 1.21864 -3.04408 2.96949 0.28
H -0.11825 -4.20160 2.99066 0.52
H -0.33827 -1.14038 1.16545 0.50
H 1.75768 -5.13090 2.17320 0.42
H 3.17274 -6.74348 1.00590 0.41
H 3.26161 -6.77408 -1.46716 0.41
H 1.88549 -5.16100 -2.75497 0.42
H 0.46981 -3.53978 -1.58733 0.31
```

Output
HOMO level	-6.27	eV
frontier orbital gap	6.79	eV
total energy	-62935.4604	eV

---

# 3
Here is a molecular structure, C42H33N3O3S3W from the Open Molecules 2025 dataset. Energies are from ωB97M-V/def2-TZVPD.

XYZ file:
```
85
Properties=species:S:1:pos:R:3:mulliken_charge:R:1
W -1.27821 0.30672 1.30932 1.88
N -4.49328 -2.18557 3.25360 -0.38
C -3.74549 -1.24518 2.68542 0.85
S -2.04748 -1.59165 2.34854 -0.33
N -4.20216 -0.10482 2.30576 -1.21
N -3.27744 0.74277 1.75634 0.51
C -3.85475 1.93148 1.50417 0.15
C -3.24473 3.13091 1.14622 0.33
C -4.02835 4.27389 0.84428 -0.81
C -3.41136 5.47590 0.62278 -0.87
C -2.01532 5.57423 0.72558 -0.52
C -1.21856 4.48103 1.04265 -0.70
C -1.84064 3.26949 1.23827 0.95
O -1.15681 2.16389 1.58741 -0.46
H -4.09714 -3.02314 3.64810 0.22
H -5.46578 -1.98729 3.44730 0.27
H -4.93002 1.92408 1.65101 0.61
H -5.10647 4.18267 0.79191 0.51
H -3.99279 6.35678 0.38813 0.48
H -1.54522 6.53707 0.56795 0.47
H -0.14770 4.57931 1.15378 0.55
C 6.31129 0.07603 5.45184 -1.40
C 5.07614 0.30068 4.64643 0.81
C 4.67948 1.58457 4.26191 -1.12
C 3.51449 1.78115 3.55158 -0.48
C 2.75293 0.66718 3.15901 0.56
C 3.11386 -0.62850 3.55266 -0.17
C 4.25535 -0.79117 4.29632 -1.02
S 1.35694 1.16968 2.29799 0.31
O 0.16916 0.13395 2.60900 -0.74
C 1.40017 0.92108 0.50642 2.19
C 2.07013 2.03726 -0.05753 -1.75
C 2.35637 2.09369 -1.38412 -1.36
C 2.09238 0.97539 -2.21205 1.41
C 2.59621 0.92122 -3.52892 -1.01
C 2.52002 -0.23907 -4.25200 -0.93
C 1.91849 -1.38012 -3.68739 -0.88
C 1.34640 -1.32902 -2.44425 -0.59
C 1.39977 -0.14113 -1.67077 0.37
C 0.92662 -0.12122 -0.31233 0.43
C 0.03637 -1.30270 0.06035 0.59
C 0.76469 -2.43867 0.63951 0.82
C 2.08302 -2.31040 1.08572 -1.62
C 2.78029 -3.40182 1.56219 -0.68
C 2.19980 -4.67867 1.63459 -1.04
C 0.93289 -4.85502 1.15553 -1.02
C 0.21624 -3.76042 0.60870 0.85
C -0.95419 -4.00321 -0.11765 -1.21
C -1.60880 -2.97710 -0.78230 -1.40
C -1.13549 -1.68697 -0.71571 1.51
S -2.41986 -0.52920 -1.27616 0.13
O -1.74568 0.74956 -0.54559 -0.69
C -2.49210 -0.35004 -2.96392 0.68
C -3.82360 -0.44151 -3.41994 -0.61
C -4.08445 -0.33682 -4.76716 -1.14
C -3.04830 -0.12015 -5.68135 0.74
C -3.31507 -0.01168 -7.14262 -1.35
C -1.72593 -0.00448 -5.19535 -0.97
C -1.43701 -0.11227 -3.86250 0.12
H 6.87667 0.99214 5.60008 0.39
H 6.95414 -0.66098 4.96710 0.38
H 6.04818 -0.33055 6.43121 0.37
H 5.27369 2.44013 4.55459 0.39
H 3.19133 2.78815 3.31176 0.50
H 2.46983 -1.46963 3.34160 0.92
H 4.52718 -1.78025 4.64456 0.50
H 2.37027 2.85027 0.59451 0.45
H 2.85823 2.95859 -1.79997 0.53
H 3.09474 1.79238 -3.93496 0.54
H 2.95229 -0.29356 -5.24256 0.52
H 1.91653 -2.31122 -4.23938 0.52
H 0.90179 -2.23013 -2.04573 0.14
H 2.59242 -1.35878 1.02199 1.20
H 3.80893 -3.27196 1.87640 0.56
H 2.76734 -5.51328 2.02315 0.49
H 0.47688 -5.83735 1.13724 0.55
H -1.34388 -5.01365 -0.17706 0.56
H -2.53475 -3.18267 -1.30931 0.63
H -4.63297 -0.61086 -2.71886 0.48
H -5.10323 -0.41939 -5.12217 0.41
H -4.37737 -0.03050 -7.36992 0.39
H -2.83302 -0.83926 -7.67003 0.36
H -2.88127 0.90710 -7.54195 0.39
H -0.92604 0.17769 -5.90243 0.52
H -0.42726 -0.00508 -3.50854 0.45
```

Output
HOMO level	-18.58	eV
net charge	+4
frontier orbital gap	5.07	eV
total energy	-88993.7718	eV

---

# 4
Here is 2 unconnected molecules or ions with the total composition C6H7N from the Open Molecules 2025 dataset. Energies are from ωB97M-V/def2-TZVPD.

XYZ file:
```
14
Properties=species:S:1:pos:R:3:mulliken_charge:R:1
C -3.09203 0.02979 0.25928 0.14
C 1.00360 -1.19876 0.43182 -0.45
C 2.05884 -0.36512 -0.17579 -0.49
C -0.29494 1.12039 -0.56694 -0.44
C 0.29053 1.38952 0.87247 -0.78
C 0.67487 0.29559 0.13185 0.99
N -3.29010 -0.56105 -0.68375 -0.37
H -3.01879 0.58287 1.24597 0.29
H 0.51610 -2.03666 -0.20585 0.21
H 1.13334 -1.57957 1.40764 0.29
H 3.02136 -0.03911 0.33302 0.23
H 2.27117 -0.44150 -1.20951 0.23
H -1.28655 0.90979 -0.58098 -0.06
H 0.01258 1.89383 -1.25924 0.22
```

Output
HOMO level	-8.90	eV
frontier orbital gap	8.63	eV
total energy	-7818.5456	eV

---

# 5
Here is 2 unconnected molecules or ions with the total composition CHClO2 from the Open Molecules 2025 dataset. Energies are from ωB97M-V/def2-TZVPD.

XYZ file:
```
5
Properties=species:S:1:pos:R:3:mulliken_charge:R:1
C -1.55295 -0.91470 -0.24137 0.16
O -2.36457 -0.19160 0.08055 -0.16
O 0.94856 0.46289 0.47667 -0.41
Cl 2.19490 -0.55195 -0.16910 0.05
H 0.77406 1.19535 -0.14675 0.36
```

Output
HOMO level	-10.78	eV
frontier orbital gap	10.44	eV
total energy	-17668.3409	eV

---

# 6
Here is a gas-phase ion, C27H28F2N (charge +1) from the Open Molecules 2025 dataset. Energies are from ωB97M-V/def2-TZVPD.

XYZ file:
```
58
Properties=species:S:1:pos:R:3:mulliken_charge:R:1
C -1.93126 2.84121 4.37882 -1.58
C -1.03904 2.26666 3.34128 0.43
C -0.73540 2.92926 2.14827 -0.31
C 0.03260 2.32097 1.16672 -1.01
C 0.43074 0.95762 1.24624 -0.46
C 0.92141 0.31476 -0.01326 0.10
C 1.84238 -0.87956 0.09839 0.34
C 3.05284 -0.98064 -0.63926 -0.45
C 3.73565 -2.18183 -0.74560 -0.74
C 3.32398 -3.30461 -0.02054 0.72
C 3.96739 -4.64372 -0.14376 -1.56
C 2.23615 -3.12994 0.83107 -0.05
F 1.81334 -4.22154 1.54095 -0.38
C 1.50422 -1.95143 0.93364 -0.94
C -0.27724 -0.01879 -1.10177 1.14
C -1.18900 1.08650 -1.33119 -1.46
N -2.30685 1.30490 -0.64459 0.35
C -2.95021 2.61556 -0.60798 -0.78
C -4.05656 2.51915 0.44262 -0.63
C -4.06755 1.08516 0.97097 -0.63
C -2.89448 0.31859 0.26506 -0.02
C 0.38929 -0.56582 -2.36529 0.07
C 0.57318 -1.95717 -2.54740 -0.07
C 1.43095 -2.41566 -3.55955 -0.66
C 1.97118 -1.51962 -4.48396 -0.52
C 1.63620 -0.17559 -4.40883 -0.80
C 0.78627 0.29901 -3.39375 -0.41
C 0.40020 0.41104 2.56150 -0.49
C -0.43189 1.02734 3.50098 0.32
F -0.74978 0.33268 4.64168 -0.37
H -2.14825 3.88708 4.15082 0.40
H -2.89871 2.32680 4.44565 0.27
H -1.47153 2.79351 5.37688 0.39
H -1.12115 3.93777 1.99566 0.50
H 0.35599 2.93486 0.31593 0.56
H 1.34713 1.09399 -0.68267 0.69
H 3.46661 -0.10826 -1.15728 0.42
H 4.58475 -2.28761 -1.42768 0.36
H 4.69333 -4.64594 -0.96126 0.39
H 4.48743 -4.93052 0.78441 0.33
H 3.23291 -5.43030 -0.36695 0.32
H 0.65523 -1.89166 1.61333 0.84
H -0.71301 -0.83527 -0.49115 0.70
H -1.03200 1.82203 -2.14554 0.29
H -2.19742 3.37282 -0.36787 0.39
H -3.36263 2.87640 -1.57829 0.50
H -3.84948 3.22500 1.24163 0.24
H -5.01031 2.77030 0.01431 0.36
H -3.90112 1.03424 2.06367 0.24
H -5.01478 0.58708 0.74376 0.35
H -3.31099 -0.56353 -0.27400 0.40
H -2.14008 -0.05416 1.00602 0.00
H 0.05107 -2.68475 -1.90558 0.40
H 1.69148 -3.46742 -3.59017 0.44
H 2.69682 -1.87090 -5.22084 0.40
H 2.04492 0.53841 -5.11192 0.41
H 0.45135 1.33734 -3.41417 0.26
H 0.99370 -0.45178 2.88180 1.01
```

Output
HOMO level	-11.44	eV
net charge	+1
frontier orbital gap	7.17	eV
structure (SMILES)	Cc1ccc(C(c2ccc(C)c(F)c2)[C@@H](C=[N+]2CCCC2)c2ccccc2)cc1F
total energy	-35371.4877	eV

---

# 7
Here is a single C4H6O molecule from the Open Molecules 2025 dataset. Energies are from ωB97M-V/def2-TZVPD.

XYZ file:
```
11
Properties=species:S:1:pos:R:3:mulliken_charge:R:1
C 2.43949 0.33698 -0.22173 0.09
C 1.25999 0.53756 -0.08555 -0.43
C -0.18822 0.75146 -0.03734 -0.49
C -0.99986 -0.55500 -0.26026 -0.47
O -1.80677 -0.90326 0.84528 -0.53
H 3.48430 0.15604 -0.33647 0.40
H -0.43871 1.49931 -0.80118 0.24
H -0.49405 1.17896 0.92616 0.29
H -0.31672 -1.37388 -0.52537 0.35
H -1.68916 -0.41969 -1.09786 0.26
H -1.22897 -1.20552 1.55724 0.30
```

Output
HOMO level	-10.01	eV
frontier orbital gap	10.96	eV
structure (SMILES)	C#CCCO
total energy	-6290.4521	eV

---

# 8
Here is 2 unconnected molecules or ions with the total composition C7H13Cl2NO from the Open Molecules 2025 dataset. Energies are from ωB97M-V/def2-TZVPD.

XYZ file:
```
24
Properties=species:S:1:pos:R:3:mulliken_charge:R:1
C -0.37927 0.90510 -1.50107 -0.49
C 0.75257 2.46941 0.79476 0.08
C 0.90666 -0.70812 -0.14923 1.03
C 0.93797 -1.60779 1.04093 -1.64
C 2.19486 -0.82649 -0.89531 -1.60
C -2.85014 -0.19633 -0.13952 -1.40
C -1.36887 -0.36009 0.30927 -0.73
N -0.21196 -0.02552 -0.48608 0.39
O 1.49498 1.54041 0.86976 -0.34
Cl 1.01373 1.59560 -2.18822 -0.13
Cl -0.25335 3.00601 2.07477 -0.16
H -1.25914 1.48275 -1.37810 0.35
H 0.54508 3.04224 -0.09379 0.38
H 1.74736 -1.32124 1.66790 0.38
H 1.13549 -2.69131 0.68720 0.25
H 0.05198 -1.56361 1.62852 0.55
H 2.39679 -1.90811 -0.89747 0.38
H 3.09062 -0.43702 -0.37724 0.31
H 2.30849 -0.49165 -1.90518 0.44
H -2.91470 0.82672 -0.63736 0.33
H -3.19044 -1.02791 -0.82732 0.27
H -3.40444 -0.40272 0.67193 0.48
H -1.29117 0.13897 1.21374 0.56
H -1.45310 -1.43926 0.51708 0.31
```

Output
HOMO level (spin up / spin down)	-4.84 / -10.33	eV
frontier orbital gap (spin up / spin down)	5.58 / 10.03	eV
total energy	-36046.9396	eV
2S+1	3